Record 1
{"formula": "C16H36BBr12N3O8", "method": "ωB97M-V/def2-TZVPD", "total_charge": 2, "gap_ev": 5.401, "relative_energy_ev": 4.981, "lumo_ha": -0.2387, "homo_ev": -11.90, "elements": ["N", "H", "H", "H", "H", "N", "H", "H", "H", "H", "N", "H", "H", "H", "H", "O", "C", "O", "B", "O", "C", "O", "O", "C", "O", "C", "O", "O", "Br", "C", "C", "Br", "H", "H", "H", "H", "Br", "C", "C", "Br", "H", "H", "H", "H", "Br", "C", "C", "Br", "H", "H", "H", "H", "Br", "C", "C", "Br", "H", "H", "H", "H", "Br", "C", "C", "Br", "H", "H", "H", "H", "Br", "C", "C", "Br", "H", "H", "H", "H"], "positions_angstrom": [[7.66306, -23.37962, 1.86950], [8.30422, -23.53038, 1.10380], [8.08390, -23.09524, 2.74250], [6.97647, -24.11604, 1.78953], [7.07486, -22.59156, 1.63916], [8.28936, -17.94547, -2.69938], [7.34860, -17.66871, -2.45757], [8.39193, -18.93674, -2.53516], [8.97140, -17.57988, -2.05033], [8.50970, -17.61215, -3.62699], [10.01458, -12.29242, -6.20080], [10.96617, -12.59173, -6.35883], [9.38390, -13.07932, -6.25681], [9.72878, -11.62151, -6.89959], [9.87171, -11.93255, -5.26796], [8.14058, -18.36739, 2.84923], [7.93306, -17.17439, 2.54105], [8.67330, -16.56626, 1.64336], [8.21338, -15.15966, 1.53233], [6.93912, -15.22161, 2.24037], [6.80082, -16.25446, 3.05245], [5.91619, -16.49309, 3.89293], [9.20845, -14.26234, 2.21498], [9.86302, -13.66277, 1.28503], [10.90080, -13.02060, 1.29921], [9.12054, -13.87634, -0.08398], [8.12560, -14.75749, 0.11827], [9.41640, -13.40227, -1.22200], [17.22196, -12.83568, 4.63547], [16.35406, -12.77463, 2.90301], [17.37079, -12.14909, 1.92735], [18.99270, -13.29184, 1.75630], [15.51885, -12.08607, 3.03113], [15.95569, -13.74593, 2.60978], [17.73770, -11.17306, 2.24492], [16.92311, -12.15027, 0.93353], [13.17212, -14.33923, 8.90794], [12.12526, -13.28617, 7.61128], [11.14593, -14.30306, 6.97332], [9.75548, -15.05509, 8.26430], [12.81709, -12.89049, 6.86772], [11.68883, -12.46517, 8.18013], [11.62766, -15.08469, 6.38587], [10.58809, -13.75709, 6.21252], [0.37018, -13.57019, 2.61242], [1.22904, -12.80744, 0.97531], [2.28902, -11.84911, 1.37055], [3.05436, -10.79871, -0.19633], [0.39713, -12.27591, 0.51324], [1.50404, -13.69677, 0.40823], [3.12890, -12.47155, 1.67921], [1.98520, -11.08327, 2.08417], [3.47338, -13.65283, 6.99719], [2.08503, -14.13835, 8.32209], [2.19534, -15.67739, 8.46432], [0.62698, -16.20348, 9.69030], [1.14254, -13.79252, 7.89757], [2.29915, -13.61576, 9.25438], [3.08714, -15.97395, 9.01645], [2.19723, -16.26119, 7.54385], [14.43843, -17.94958, 5.00352], [13.22410, -19.30743, 4.20122], [12.55617, -20.08272, 5.33534], [11.90775, -21.88349, 4.61086], [13.83407, -20.05859, 3.69944], [12.57406, -18.92406, 3.41472], [11.72977, -19.51443, 5.76221], [13.31782, -20.22194, 6.10255], [1.34308, -22.52159, 5.33261], [0.80647, -20.56129, 5.28836], [1.32993, -19.96459, 4.02172], [0.33417, -20.64580, 2.46296], [1.22355, -20.12225, 6.19466], [-0.28232, -20.61003, 5.30416], [2.31552, -20.37971, 3.81103], [1.40165, -18.88032, 3.93620]], "lowdin_charge": [0.355, 0.158, 0.166, 0.164, 0.154, 0.359, 0.162, 0.158, 0.158, 0.159, 0.356, 0.162, 0.154, 0.163, 0.163, 0.064, -0.361, 0.201, -0.860, 0.231, -0.330, 0.131, 0.257, -0.407, 0.141, -0.303, 0.200, 0.039, 0.601, -0.689, -0.663, 0.543, 0.052, 0.059, 0.051, 0.048, 0.564, -0.631, -0.645, 0.509, 0.057, 0.055, 0.047, 0.044, 0.578, -0.664, -0.641, 0.514, 0.049, 0.055, 0.051, 0.058, 0.578, -0.670, -0.615, 0.513, 0.046, 0.057, 0.048, 0.044, 0.614, -0.684, -0.611, 0.487, 0.030, 0.057, 0.063, 0.045, 0.523, -0.601, -0.690, 0.569, 0.064, 0.050, 0.021, 0.065]}

***

Record 2
{"formula": "C16H36BrNO12P2S", "method": "ωB97M-V/def2-TZVPD", "total_charge": 0, "gap_ev": 8.024, "lumo_ha": -0.0559, "homo_ev": -9.55, "elements": ["C", "C", "O", "N", "C", "C", "C", "C", "C", "C", "C", "Br", "C", "S", "O", "O", "O", "H", "H", "H", "H", "H", "H", "H", "H", "H", "H", "H", "H", "H", "H", "H", "H", "H", "H", "C", "O", "P", "O", "O", "C", "O", "C", "H", "H", "H", "H", "H", "H", "H", "H", "H", "C", "O", "P", "O", "O", "C", "O", "C", "H", "H", "H", "H", "H", "H", "H", "H", "H"], "positions_angstrom": [[-0.95936, 8.11286, -0.45868], [-1.76718, 7.95039, -1.72955], [-1.19403, 7.82932, -2.78708], [-3.18706, 7.92862, -1.68719], [-3.80141, 6.60857, -1.54213], [-3.19701, 5.70178, -0.47347], [-3.91948, 4.35349, -0.35136], [-3.94524, 3.50314, -1.62879], [-2.71321, 2.59635, -1.79494], [-2.54228, 2.20012, -3.27464], [-1.47888, 2.99887, -4.02281], [-1.74866, 4.91496, -4.03282], [-0.10616, 2.62985, -3.45772], [-0.14160, 2.69844, -1.67446], [0.06740, 1.39171, -1.11474], [0.82690, 3.66211, -1.25657], [-1.54784, 3.27565, -1.26080], [-1.58586, 8.13147, 0.43054], [-0.29134, 8.96807, -0.51360], [-0.33678, 7.22076, -0.37229], [-3.55933, 8.59978, -1.03038], [-4.83738, 6.78516, -1.23988], [-3.87442, 6.10666, -2.50427], [-3.30789, 6.21769, 0.48550], [-2.13051, 5.51208, -0.59860], [-4.95402, 4.58610, -0.08134], [-3.50885, 3.76644, 0.47063], [-4.77837, 2.80277, -1.52503], [-4.15622, 4.08156, -2.52407], [-2.93244, 1.68745, -1.23615], [-2.25280, 1.14699, -3.32811], [-3.48973, 2.28647, -3.80352], [-1.48446, 2.68052, -5.06166], [0.68128, 3.28084, -3.82283], [0.11217, 1.60059, -3.73839], [2.58207, 0.04799, -0.39839], [3.25788, -0.71180, 0.63422], [2.75868, -2.25319, 0.97057], [3.36288, -2.39023, 2.31824], [3.75476, -2.78184, -0.23611], [5.13660, -2.44457, -0.17187], [2.04200, -3.73666, 0.93799], [1.45593, -4.25625, -0.27463], [3.08123, 1.00909, -0.48488], [2.64588, -0.47919, -1.35550], [1.54647, 0.21329, -0.13699], [5.45066, -2.25697, 0.85467], [5.34151, -1.56616, -0.78608], [5.69462, -3.28868, -0.57425], [2.24209, -4.62907, -0.92861], [0.86983, -3.50115, -0.79594], [0.79654, -5.07514, 0.00657], [2.01341, -5.38331, 4.19445], [0.82299, -6.17248, 4.43955], [0.49634, -7.36611, 3.41656], [-0.93810, -7.64076, 3.50323], [1.42263, -8.48571, 4.14330], [1.00567, -8.98039, 5.41389], [0.98903, -7.74317, 1.94810], [2.39745, -7.74971, 1.63418], [2.10870, -4.64519, 4.98350], [2.89736, -6.02620, 4.19762], [1.92944, -4.87079, 3.22929], [-0.07130, -8.88063, 5.54477], [1.52555, -8.44661, 6.21139], [1.27926, -10.03264, 5.46232], [2.85024, -8.66470, 2.00983], [2.90770, -6.88388, 2.05551], [2.48718, -7.71719, 0.55134]], "lowdin_charge": [-0.003, -0.511, 0.045, 0.026, -0.221, -0.196, -0.177, -0.150, -0.316, -0.172, -0.695, 0.877, -0.241, 0.607, -0.280, -0.259, -0.223, 0.071, 0.085, 0.089, 0.117, 0.125, 0.065, 0.117, 0.097, 0.114, 0.120, 0.125, 0.084, 0.150, 0.128, 0.125, 0.095, 0.106, 0.115, -0.098, -0.243, 0.590, -0.256, -0.293, -0.106, -0.256, -0.096, 0.095, 0.089, 0.048, 0.086, 0.083, 0.087, 0.084, 0.083, 0.084, -0.078, -0.208, 0.404, -0.235, -0.257, -0.103, -0.204, -0.084, 0.093, 0.087, 0.069, 0.083, 0.085, 0.085, 0.088, 0.074, 0.088]}